# 1
106
Properties=species:S:1:pos:R:3:lowdin_charge:R:1 method="wB97M-V/def2-TZVPD" e_lumo_ev=-12.86 homo_ev=-19.51 total_charge=+4 homo_lumo_gap_ev=6.65 relative_energy_kcal_mol=0.00 spin_multiplicity=1
Hf -0.898 0.984 -0.298 1.737
C 1.655 4.149 -2.347 0.037
O 0.388 3.944 -3.079 0.142
C -0.268 3.027 -2.474 -0.292
N 0.267 2.453 -1.426 0.008
C 1.640 3.037 -1.269 -0.184
C 1.918 3.497 0.138 -0.181
C 2.947 4.401 0.380 0.006
C 3.235 4.805 1.677 0.002
C 2.505 4.309 2.749 -0.016
C 1.488 3.392 2.526 -0.070
C 1.216 2.998 1.225 -0.101
C -1.598 2.594 -2.933 -0.130
C -2.292 3.060 -4.036 0.110
C -3.535 2.492 -4.310 0.080
C -4.042 1.491 -3.480 0.110
C -3.272 1.098 -2.402 -0.124
N -2.079 1.636 -2.139 0.028
C -3.611 0.099 -1.375 -0.281
N -2.746 -0.143 -0.424 0.001
C -3.389 -1.101 0.535 -0.179
C -4.781 -1.320 -0.105 0.048
O -4.740 -0.500 -1.338 0.150
C -3.338 -0.527 1.935 -0.183
C -4.388 -0.629 2.837 0.014
C -4.242 -0.163 4.142 0.003
C -3.046 0.397 4.566 -0.013
C -1.978 0.496 3.681 -0.044
C -2.138 0.032 2.388 -0.132
H 1.625 5.158 -1.942 0.153
H 2.454 4.054 -3.075 0.158
H 2.356 2.257 -1.540 0.150
H 3.537 4.799 -0.438 0.137
H 4.033 5.516 1.850 0.137
H 2.729 4.634 3.756 0.135
H 0.920 2.996 3.358 0.120
H 0.376 2.300 1.082 0.029
H -1.876 3.841 -4.661 0.159
H -4.108 2.828 -5.165 0.155
H -5.007 1.036 -3.668 0.159
H -2.821 -2.031 0.516 0.123
H -5.615 -0.940 0.475 0.141
H -4.970 -2.343 -0.414 0.159
H -5.325 -1.093 2.556 0.128
H -5.070 -0.254 4.834 0.138
H -2.939 0.741 5.587 0.135
H -1.027 0.895 4.014 0.116
H -1.242 0.038 1.742 0.018
C -1.929 3.745 1.548 0.033
O -2.081 2.489 0.755 -0.257
H -1.613 3.479 2.552 0.098
H -2.897 4.239 1.553 0.119
H -1.186 4.348 1.041 0.097
H -2.894 2.066 1.080 0.105
C -0.554 -5.381 0.624 -0.168
C -1.106 -4.330 1.578 -0.171
C -0.239 -3.059 1.541 -0.183
C 0.347 -2.820 0.131 -0.407
C -0.574 -3.368 -0.961 -0.190
C -0.664 -4.903 -0.832 -0.151
P 0.878 -1.079 -0.105 1.035
C 1.543 -0.866 -1.807 -0.422
C 2.519 -1.953 -2.348 -0.149
C 2.063 -2.507 -3.699 -0.172
C 1.798 -1.406 -4.731 -0.142
C 0.975 -0.226 -4.151 -0.156
C 0.397 -0.614 -2.792 -0.251
C 2.239 -0.667 1.064 -0.420
C 1.758 -0.346 2.486 -0.202
C 2.914 0.225 3.339 -0.160
C 4.290 -0.239 2.843 -0.176
C 4.201 -1.673 2.342 -0.161
C 3.350 -1.746 1.062 -0.169
H -1.080 -6.327 0.745 0.128
H 0.488 -5.585 0.884 0.126
H -1.138 -4.708 2.599 0.128
H -2.142 -4.097 1.308 0.107
H 0.578 -3.155 2.257 0.117
H -0.834 -2.200 1.869 0.077
H 1.289 -3.371 0.043 0.111
H -0.203 -3.127 -1.955 0.075
H -1.568 -2.913 -0.877 0.095
H 0.126 -5.357 -1.432 0.124
H -1.607 -5.232 -1.271 0.124
H 2.101 0.077 -1.725 0.093
H 2.645 -2.766 -1.633 0.106
H 3.504 -1.498 -2.462 0.131
H 1.170 -3.124 -3.573 0.106
H 2.829 -3.184 -4.076 0.136
H 1.271 -1.838 -5.580 0.125
H 2.742 -1.025 -5.120 0.126
H 0.186 0.067 -4.846 0.118
H 1.620 0.649 -4.011 0.113
H -0.256 -1.482 -2.887 0.108
H -0.270 0.212 -2.453 0.031
H 2.652 0.261 0.640 0.110
H 1.358 -1.246 2.951 0.108
H 0.927 0.379 2.459 0.060
H 2.771 -0.102 4.370 0.127
H 2.875 1.313 3.346 0.087
H 5.017 -0.151 3.648 0.129
H 4.650 0.410 2.036 0.119
H 3.761 -2.300 3.122 0.128
H 5.187 -2.086 2.136 0.130
H 2.923 -2.746 0.978 0.102
H 3.983 -1.596 0.185 0.119

# 2
144
Properties=species:S:1:pos:R:3:lowdin_charge:R:1 method="wB97M-V/def2-TZVPD" e_lumo_ev=0.52 homo_ev=-10.48 smiles="CCOC(=O)C(F)(F)F.CCOC(=O)C(F)(F)F.CCOC(=O)C(F)(F)F.CCOC(=O)C(F)(F)F.CCOC(=O)C(F)(F)F.CCOC(=O)C(F)(F)F.CCOC(=O)OC.CCOC(=O)OC.CCOC(=O)OC.CCOC(=O)OC" total_charge=0 homo_lumo_gap_ev=11.00 relative_energy_kcal_mol=0.00 spin_multiplicity=1
C -4.549 -0.506 2.741 -0.055
C -4.956 0.783 3.408 -0.209
O -6.006 1.377 2.631 0.044
C -6.712 2.330 3.212 -0.637
O -6.463 2.865 4.264 0.124
O -7.793 2.560 2.472 -0.001
C -8.677 3.582 2.906 -0.043
H -4.103 -0.433 1.752 0.056
H -5.449 -1.114 2.699 0.075
H -3.770 -0.914 3.391 0.093
H -4.096 1.440 3.563 0.126
H -5.339 0.601 4.414 0.127
H -9.584 3.492 2.322 0.093
H -8.178 4.545 2.781 0.093
H -8.900 3.538 3.973 0.095
C -0.139 -4.444 3.520 -0.054
C 1.104 -4.001 4.252 -0.215
O 1.754 -5.020 5.032 0.037
C 1.093 -5.416 6.121 -0.614
O 0.059 -5.000 6.555 0.138
O 1.838 -6.366 6.693 0.005
C 1.331 -6.859 7.922 -0.055
H 0.129 -5.384 3.032 0.088
H -0.407 -3.710 2.759 0.060
H -1.006 -4.548 4.167 0.077
H 0.950 -3.118 4.877 0.129
H 1.900 -3.712 3.564 0.111
H 0.305 -7.209 7.798 0.095
H 1.335 -6.125 8.727 0.097
H 1.940 -7.707 8.222 0.092
C 6.393 -2.625 1.418 -0.076
C 7.029 -3.981 1.111 -0.201
O 8.378 -4.058 1.536 0.039
C 8.677 -4.056 2.830 -0.608
O 7.898 -3.961 3.741 0.131
O 9.997 -4.128 2.929 0.011
C 10.555 -4.251 4.223 -0.046
H 5.402 -2.574 0.970 0.061
H 7.058 -1.844 1.040 0.085
H 6.316 -2.395 2.481 0.072
H 7.042 -4.064 0.027 0.118
H 6.416 -4.782 1.523 0.129
H 10.047 -3.624 4.955 0.094
H 11.596 -3.942 4.160 0.093
H 10.540 -5.282 4.579 0.098
C -2.210 1.669 -1.068 -0.061
C -1.923 0.611 -0.014 -0.204
O -0.584 0.167 -0.196 0.036
C -0.070 -0.761 0.594 -0.594
O -0.657 -1.443 1.389 0.141
O 1.222 -0.840 0.261 -0.013
C 2.018 -1.918 0.708 -0.048
H -2.128 1.357 -2.106 0.080
H -1.548 2.490 -0.784 0.066
H -3.208 2.105 -0.999 0.074
H -2.611 -0.228 -0.116 0.103
H -2.044 1.097 0.954 0.125
H 2.279 -1.813 1.764 0.086
H 2.904 -2.019 0.087 0.073
H 1.497 -2.878 0.678 0.099
C 2.376 1.848 -2.003 -0.048
C 2.875 0.685 -2.831 -0.184
O 3.494 1.163 -4.040 0.061
C 3.596 0.303 -5.023 -0.400
O 3.280 -0.851 -4.999 0.167
C 4.275 0.889 -6.277 -0.559
F 4.340 2.216 -6.218 0.174
F 5.518 0.423 -6.411 0.165
F 3.594 0.546 -7.361 0.183
H 2.071 1.511 -1.015 0.057
H 1.466 2.261 -2.456 0.083
H 3.016 2.729 -2.053 0.089
H 2.098 -0.054 -3.016 0.132
H 3.635 0.170 -2.235 0.117
C -2.090 7.942 -1.034 -0.044
C -3.569 7.848 -0.704 -0.195
O -3.793 6.919 0.364 0.047
C -4.104 5.685 0.038 -0.397
O -4.204 5.252 -1.067 0.166
C -4.264 4.769 1.270 -0.520
F -3.673 3.586 0.984 0.141
F -3.700 5.269 2.354 0.194
F -5.554 4.469 1.483 0.175
H -1.874 8.867 -1.563 0.082
H -1.856 7.092 -1.683 0.073
H -1.466 7.839 -0.149 0.084
H -4.200 7.554 -1.542 0.110
H -3.912 8.847 -0.428 0.124
C -5.205 7.684 -4.838 -0.069
C -4.731 6.711 -5.911 -0.192
O -4.349 5.417 -5.449 0.046
C -3.213 5.334 -4.783 -0.392
O -2.501 6.255 -4.503 0.159
C -2.831 3.889 -4.384 -0.553
F -3.818 3.015 -4.539 0.180
F -1.792 3.495 -5.129 0.169
F -2.464 3.922 -3.107 0.163
H -6.005 7.214 -4.261 0.085
H -5.630 8.565 -5.327 0.081
H -4.495 8.127 -4.140 0.065
H -3.901 7.168 -6.448 0.129
H -5.619 6.553 -6.516 0.126
C 4.619 0.717 1.195 -0.045
C 3.698 1.280 2.262 -0.187
O 2.798 2.233 1.670 0.027
C 1.977 2.877 2.490 -0.397
O 2.053 2.907 3.673 0.185
C 0.861 3.670 1.754 -0.561
F -0.208 3.786 2.518 0.186
F 1.331 4.887 1.475 0.173
F 0.479 3.092 0.617 0.163
H 5.216 -0.065 1.657 0.066
H 5.269 1.507 0.813 0.087
H 4.052 0.384 0.324 0.062
H 4.301 1.754 3.035 0.131
H 3.075 0.475 2.654 0.125
C 7.402 -2.839 -4.142 -0.043
C 6.071 -2.094 -4.220 -0.202
O 4.971 -2.988 -4.131 0.044
C 4.332 -3.107 -3.000 -0.408
O 4.656 -2.625 -1.947 0.134
C 3.064 -3.986 -3.093 -0.555
F 3.375 -5.188 -2.602 0.175
F 2.093 -3.411 -2.394 0.175
F 2.616 -4.125 -4.339 0.178
H 8.182 -2.154 -3.814 0.082
H 7.740 -3.253 -5.094 0.078
H 7.287 -3.729 -3.520 0.081
H 6.086 -1.594 -5.186 0.111
H 5.967 -1.300 -3.482 0.124
C -7.692 -5.877 -1.849 -0.069
C -6.190 -5.854 -1.843 -0.199
O -5.650 -4.878 -0.955 0.034
C -5.879 -3.593 -1.120 -0.400
O -6.539 -3.089 -1.972 0.175
C -5.210 -2.741 -0.004 -0.554
F -4.725 -3.525 0.954 0.172
F -4.231 -2.004 -0.529 0.169
F -6.114 -1.941 0.548 0.171
H -8.060 -5.980 -0.824 0.088
H -8.079 -6.771 -2.346 0.082
H -8.205 -5.043 -2.321 0.076
H -5.765 -5.691 -2.841 0.131
H -5.738 -6.805 -1.567 0.126

# 3
24
Properties=species:S:1:pos:R:3:lowdin_charge:R:1 method="wB97M-V/def2-TZVPD" e_lumo_ev="-0.44 / -0.44" homo_ev="-6.20 / -6.20" total_charge=0 homo_lumo_gap_ev="5.77 / 5.77" relative_energy_kcal_mol=131.58 spin_multiplicity=1
C 0.787 -0.339 -0.204 -0.303
C 4.926 0.344 0.106 -0.178
C 4.290 -0.954 0.373 -0.091
C 2.806 0.627 -0.016 -0.282
C 1.458 0.916 -0.257 0.032
C 1.743 -1.340 0.078 -0.025
C -1.579 0.004 -0.832 0.090
C -3.793 -0.945 -0.271 -0.055
C -2.930 1.316 0.604 -0.073
C -2.966 0.377 -0.596 -0.358
N 4.035 1.317 -0.099 0.044
N -0.487 -0.370 -0.495 0.205
N 2.948 -0.763 0.207 -0.063
H 6.013 0.633 0.073 0.103
H 4.642 -1.995 0.378 0.091
H 0.922 1.886 -0.433 0.121
H 1.688 -2.287 0.440 0.085
H -4.062 -1.533 -1.131 0.061
H -4.707 -0.764 0.386 0.103
H -3.329 -1.746 0.354 0.089
H -2.820 0.731 1.526 0.099
H -3.838 1.760 0.796 0.047
H -2.205 2.147 0.318 0.119
H -3.543 0.976 -1.305 0.139